[1]
A cluster of 15 separate species, C52H147N13O15 in total, computed with ωB97M-V with the def2-TZVPD basis set.

Properties
**F_max**: 2.4 eV Å⁻¹
**Gap between HOMO and LUMO**: 8.6 eV

Positions of all 227 atoms, in Å:
C: -4.868 -14.616 18.071
C: -3.479 -14.547 18.747
C: -3.538 -14.760 20.222
O: -4.119 -13.599 20.768
C: -4.418 -13.783 22.103
N: -2.527 -15.531 18.293
H: -5.357 -15.592 18.230
H: -4.765 -14.505 16.985
H: -5.567 -13.848 18.418
H: -3.083 -13.538 18.559
H: -2.509 -14.920 20.582
H: -4.160 -15.653 20.480
H: -5.181 -14.575 22.196
H: -4.788 -12.889 22.630
H: -3.519 -14.186 22.592
H: -2.571 -15.527 17.286
H: -2.880 -16.440 18.557
C: 5.775 -13.672 17.725
C: 4.520 -12.837 17.384
C: 3.256 -13.679 17.672
O: 3.163 -14.761 16.830
C: 1.888 -15.392 16.938
N: 4.580 -11.575 18.060
H: 5.842 -14.637 17.205
H: 5.939 -13.866 18.785
H: 6.621 -13.072 17.358
H: 4.545 -12.598 16.320
H: 2.382 -13.024 17.414
H: 3.132 -13.920 18.738
H: 1.672 -15.696 17.981
H: 1.882 -16.209 16.200
H: 1.113 -14.645 16.677
H: 4.743 -11.671 19.048
H: 3.716 -11.087 17.884
C: 5.934 -19.968 20.545
C: 5.480 -19.284 19.268
C: 3.923 -19.175 19.248
O: 3.356 -18.658 18.108
C: 3.319 -19.647 17.058
N: 5.928 -17.899 19.214
H: 6.990 -19.720 20.730
H: 5.808 -21.050 20.543
H: 5.360 -19.489 21.371
H: 5.896 -19.880 18.423
H: 3.662 -18.515 20.076
H: 3.468 -20.174 19.418
H: 2.993 -19.156 16.142
H: 2.667 -20.498 17.350
H: 4.326 -20.053 16.900
H: 6.927 -17.799 19.126
H: 5.449 -17.425 18.451
C: 1.126 -21.918 14.676
C: 2.150 -22.158 13.577
C: 3.070 -23.334 13.864
O: 3.758 -23.102 15.120
C: 4.750 -24.128 15.270
N: 1.387 -22.359 12.327
H: 0.561 -22.814 14.921
H: 0.441 -21.090 14.476
H: 1.706 -21.667 15.562
H: 2.750 -21.250 13.434
H: 3.793 -23.477 13.038
H: 2.456 -24.265 13.915
H: 4.240 -25.100 15.208
H: 5.141 -24.046 16.279
H: 5.553 -24.142 14.525
H: 0.839 -23.210 12.352
H: 2.007 -22.464 11.543
C: -1.276 -18.183 16.083
C: -1.248 -17.642 14.634
C: -1.482 -16.105 14.694
O: -2.772 -15.700 15.106
C: -3.794 -16.044 14.153
N: 0.095 -17.848 14.011
H: -1.238 -19.280 16.117
H: -2.256 -17.882 16.468
H: -0.541 -17.781 16.782
H: -2.072 -18.096 14.042
H: -1.313 -15.702 13.668
H: -0.732 -15.678 15.378
H: -4.108 -17.098 14.160
H: -3.599 -15.667 13.153
H: -4.598 -15.436 14.576
H: 0.323 -18.832 14.014
H: -0.010 -17.535 13.046
C: -2.305 -16.903 24.098
C: -2.591 -17.920 25.194
C: -2.438 -17.264 26.552
O: -1.064 -17.079 26.872
C: -0.817 -16.165 27.927
N: -3.910 -18.532 25.130
H: -2.251 -17.359 23.111
H: -1.365 -16.381 24.297
H: -3.110 -16.168 24.106
H: -1.780 -18.689 25.128
H: -2.858 -17.851 27.381
H: -2.977 -16.294 26.458
H: -1.244 -15.173 27.701
H: 0.271 -16.080 28.013
H: -1.242 -16.515 28.883
H: -4.088 -18.805 24.172
H: -3.807 -19.361 25.692
C: -6.751 -17.850 15.675
C: -6.846 -19.081 14.806
C: -6.238 -20.306 15.578
O: -4.847 -20.167 15.891
C: -4.017 -20.462 14.754
N: -8.252 -19.271 14.485
H: -7.012 -16.933 15.137
H: -5.730 -17.774 16.047
H: -7.440 -17.977 16.512
H: -6.312 -18.928 13.859
H: -6.311 -21.278 15.075
H: -6.830 -20.386 16.506
H: -4.303 -21.413 14.293
H: -2.964 -20.481 15.016
H: -4.188 -19.722 13.967
H: -8.898 -19.383 15.258
H: -8.379 -20.122 13.947
C: 1.883 -25.176 17.275
C: 1.908 -26.018 18.541
C: 0.930 -25.482 19.613
O: 1.312 -24.165 19.984
C: 0.402 -23.568 20.854
N: 1.616 -27.406 18.293
H: 0.847 -25.174 16.883
H: 2.537 -25.542 16.488
H: 2.194 -24.147 17.505
H: 2.939 -26.066 18.898
H: 0.841 -26.156 20.483
H: -0.076 -25.473 19.145
H: 0.270 -24.285 21.685
H: -0.603 -23.307 20.483
H: 0.885 -22.703 21.302
H: 1.824 -27.840 19.177
H: 0.739 -27.677 17.888
C: -4.399 -24.102 17.354
C: -5.619 -25.070 17.418
C: -6.867 -24.239 17.863
O: -6.815 -24.155 19.304
C: -7.968 -23.563 19.874
N: -5.754 -25.711 16.172
H: -3.502 -24.725 17.396
H: -4.349 -23.377 18.173
H: -4.344 -23.534 16.420
H: -5.465 -25.888 18.134
H: -7.777 -24.823 17.608
H: -6.933 -23.229 17.385
H: -8.919 -24.013 19.564
H: -7.973 -22.486 19.652
H: -7.850 -23.670 20.947
H: -5.911 -25.055 15.430
H: -6.525 -26.367 16.156
C: -2.288 -22.114 24.323
C: -3.821 -21.910 24.425
C: -4.583 -23.178 24.001
O: -4.218 -23.808 22.782
C: -4.507 -22.984 21.656
N: -4.266 -21.505 25.730
H: -1.915 -22.911 24.999
H: -1.695 -21.225 24.551
H: -2.043 -22.509 23.318
H: -4.085 -21.109 23.710
H: -5.646 -22.910 23.947
H: -4.452 -23.903 24.813
H: -4.497 -23.584 20.745
H: -3.800 -22.148 21.550
H: -5.495 -22.530 21.795
H: -3.878 -22.142 26.418
H: -5.273 -21.559 25.835
C: -5.727 -19.874 19.500
C: -4.728 -18.704 19.626
C: -4.103 -18.711 21.017
O: -5.045 -18.857 22.133
C: -5.727 -17.710 22.417
N: -3.664 -18.766 18.673
H: -6.603 -19.720 20.136
H: -5.262 -20.833 19.767
H: -6.032 -19.956 18.460
H: -5.196 -17.712 19.528
H: -3.479 -17.804 21.148
H: -3.437 -19.573 21.142
H: -6.458 -17.498 21.609
H: -5.072 -16.826 22.475
H: -6.276 -17.767 23.350
H: -3.041 -19.546 18.829
H: -4.061 -18.929 17.750
C: 1.583 -16.725 24.565
C: 2.255 -18.106 24.470
C: 1.224 -19.129 24.920
O: 1.885 -20.315 25.292
C: 0.999 -21.415 25.415
N: 2.754 -18.503 23.159
H: 1.156 -16.578 25.562
H: 0.745 -16.625 23.854
H: 2.302 -15.930 24.363
H: 3.074 -18.164 25.199
H: 0.540 -19.349 24.073
H: 0.628 -18.743 25.763
H: 0.606 -21.693 24.406
H: 0.145 -21.170 26.079
H: 1.558 -22.261 25.835
H: 2.201 -17.996 22.485
H: 3.709 -18.200 23.102
C: -0.405 -19.704 21.495
C: 0.076 -19.260 20.114
C: 0.036 -20.406 19.069
O: -1.276 -20.730 18.841
C: -1.411 -21.808 17.934
N: -0.604 -18.039 19.711
H: -0.424 -18.870 22.208
H: 0.369 -20.385 21.881
H: -1.393 -20.182 21.530
H: 1.121 -18.985 20.271
H: 0.579 -21.290 19.451
H: 0.518 -20.148 18.096
H: -0.549 -21.973 17.281
H: -2.352 -21.696 17.385
H: -1.532 -22.698 18.568
H: -0.260 -17.802 18.791
H: -1.591 -18.153 19.662
O: -0.123 -14.757 19.514
H: -0.326 -13.811 19.538
H: -0.725 -15.158 18.863
O: 1.464 -16.674 20.989
H: 1.584 -15.736 20.775
H: 0.522 -16.701 20.739

Cartesian forces, eV/Å:
0.05 -0.32 -0.20
-0.64 0.31 -0.23
-0.45 0.38 0.46
-0.10 0.61 -0.46
-0.11 -0.97 1.15
0.08 -0.16 -1.06
0.26 0.13 0.11
0.07 0.05 0.14
0.30 -0.02 0.11
0.07 -0.20 0.12
-0.24 0.03 0.24
0.32 0.35 -0.19
-0.07 0.19 0.16
0.32 -0.12 -0.60
-0.11 0.28 0.42
0.15 -0.20 -0.55
0.04 -0.58 0.06
0.61 0.57 -0.94
0.50 -2.00 0.35
-0.90 2.17 -0.33
0.06 -1.28 -0.22
0.13 0.37 -0.13
-0.04 0.32 -0.06
-0.42 0.28 0.06
-0.34 0.17 0.14
0.04 -0.23 0.27
-0.12 -0.33 -0.16
0.27 0.00 0.41
0.32 -0.21 0.02
0.24 -0.23 -0.54
-0.11 0.16 0.52
0.09 -0.25 -0.06
-0.17 -0.01 0.29
-0.12 0.37 0.31
-0.11 1.15 0.72
-0.44 -0.11 -0.67
0.72 -1.48 1.15
-0.36 0.03 -1.93
0.32 0.25 0.69
-0.20 0.10 0.18
-0.20 -0.24 -0.07
-0.13 0.10 -0.03
0.35 -0.60 -0.23
-0.51 0.21 0.14
-0.08 0.01 0.04
0.29 0.18 0.30
-0.19 -0.07 0.12
0.15 0.47 -0.20
-0.14 0.01 -0.12
0.12 -0.02 -0.18
0.26 0.04 0.10
0.88 0.21 0.69
-0.99 0.04 -0.84
0.01 0.12 0.79
0.40 -0.84 -1.52
-0.94 -0.28 0.52
0.23 0.14 0.09
-0.17 -0.21 -0.16
0.12 -0.17 -0.26
-0.19 0.05 0.33
-0.05 -0.15 0.10
-0.15 0.19 0.30
0.32 0.36 0.17
0.19 -0.01 -0.03
0.24 0.14 0.00
-0.13 0.49 -0.01
-0.08 -0.07 0.24
0.29 0.04 -0.36
-1.04 -0.18 -0.71
0.81 0.42 0.94
0.59 -0.40 -0.89
0.21 -0.88 -0.63
-0.55 1.02 1.59
-1.30 0.61 0.14
0.11 0.16 0.03
0.05 -0.23 0.23
0.30 0.16 -0.52
0.38 0.02 0.33
0.14 -0.05 0.47
-0.37 -0.02 -0.21
0.38 0.18 -0.02
0.40 -0.14 -0.21
-0.49 -0.34 -0.48
0.03 -0.11 -0.15
0.44 -0.29 0.06
-0.27 0.05 0.27
1.40 -0.56 0.01
0.06 0.65 0.49
0.04 0.35 -0.30
-0.21 -0.08 -0.25
0.47 0.79 -0.06
0.02 -0.07 -0.08
-0.12 -0.14 -0.03
-0.12 0.17 -0.15
-0.36 0.29 0.04
-0.42 -0.03 -0.32
0.26 -0.29 0.49
0.11 -0.21 0.05
-0.24 0.00 0.08
0.10 0.02 -0.20
-0.15 -0.26 -0.08
-0.65 -0.56 -0.04
0.41 0.09 0.00
-0.12 -0.68 0.41
0.11 0.38 -0.09
0.28 -0.02 -0.20
-1.00 0.23 -0.15
-0.32 -0.78 -0.83
0.01 -0.24 0.06
0.01 0.25 0.21
0.07 0.14 0.15
-0.09 -0.05 0.15
-0.53 0.21 -0.40
0.51 0.01 -0.06
0.07 -0.22 0.27
-0.07 0.08 0.35
0.23 0.20 0.03
0.46 0.31 0.42
0.02 0.09 -0.25
-0.60 0.44 0.18
-0.29 0.25 -0.07
0.19 0.57 -0.80
-0.14 -0.32 -0.85
0.05 -0.66 1.71
1.03 -0.48 0.00
0.38 0.19 0.05
0.05 -0.29 0.14
-0.27 -0.23 -0.11
-0.04 0.51 0.38
0.35 0.21 -0.05
0.16 0.07 0.09
-0.37 0.31 0.04
0.37 -0.10 -0.42
-0.07 0.26 -0.20
-0.49 -0.92 -0.17
-0.42 0.23 0.20
0.21 -0.89 0.38
0.07 2.09 1.09
-0.14 -0.99 0.86
-0.25 0.07 -0.98
0.56 0.47 0.01
-0.24 -0.84 -1.40
0.14 0.19 -0.04
-0.24 -0.25 0.01
-0.34 -0.12 -0.05
0.02 0.59 0.32
0.22 0.35 -0.10
0.19 -0.58 0.29
0.22 -0.10 -0.15
-0.23 -0.08 -0.06
-0.12 -0.06 0.18
-0.02 0.31 -0.44
0.03 -0.06 0.05
-0.26 -0.77 0.11
0.62 -0.09 -1.61
0.10 -0.15 0.04
0.17 0.46 -0.06
-0.03 0.16 0.38
0.33 -0.03 0.94
-0.40 0.31 -0.03
-0.31 0.07 -0.20
-0.11 0.49 0.34
0.08 -0.15 0.25
-0.14 -0.04 0.09
-0.01 -0.15 -0.30
-0.03 -0.07 0.22
0.09 -0.18 0.05
-0.12 -0.05 -0.22
0.00 0.03 0.12
-0.03 0.10 -0.18
0.02 0.48 0.04
-0.69 -0.47 1.21
-0.07 -0.19 1.22
1.80 -1.14 -1.06
-1.14 1.92 -0.79
0.39 0.37 -0.90
0.06 -0.09 -0.09
0.06 0.24 0.07
-0.20 0.02 -0.10
-0.40 -0.38 -0.24
-0.32 -0.22 0.13
-0.12 0.03 -0.23
0.04 0.10 0.29
0.06 -0.18 0.10
0.08 -0.37 0.22
0.22 -0.29 0.21
0.10 0.12 -0.05
0.05 0.01 -0.19
-0.76 -0.26 0.72
-0.30 -0.16 -0.07
-0.09 -0.70 0.30
0.04 0.31 -0.39
-0.16 0.12 0.53
0.15 0.01 -0.08
0.43 -0.12 0.08
-0.05 0.06 -0.08
-0.07 0.06 -0.12
0.15 0.20 0.29
0.06 -0.12 -0.13
0.13 0.07 0.62
0.29 -0.13 -0.22
-0.13 0.27 -0.13
0.18 0.21 -0.60
0.32 0.17 -0.48
0.38 -0.31 0.30
0.25 -0.24 0.20
1.49 0.62 0.64
-1.48 -0.17 -0.90
-0.75 -0.71 0.98
0.80 -0.02 -0.01
0.00 0.05 -0.38
-0.46 -0.09 0.07
0.25 -0.04 -0.23
0.11 -0.05 -0.26
0.06 0.26 0.04
-0.05 0.31 0.55
-0.05 0.36 -0.07
0.24 0.14 -0.16
0.12 -0.25 -0.42
-0.16 0.33 -0.16
-0.82 -0.19 -0.27
0.59 0.49 0.31
-0.03 -0.35 -0.14
-0.56 0.14 0.14
-0.28 0.89 -0.05
0.53 -0.13 0.14
-0.10 -0.80 -0.07

=====

[2]
A cluster of 2 separate species, C3H7NO3S in total, computed with ωB97M-V with the def2-TZVPD basis set.

Properties
**F_max**: 1.5 eV Å⁻¹
**Gap between HOMO and LUMO**: 5.6 eV
**Charge**: -2

Positions of all 15 atoms, in Å:
O: -1.106 -1.011 -0.543
C: -0.157 -0.814 0.288
O: -0.032 -1.370 1.390
C: 0.947 0.227 -0.177
C: 1.656 0.819 1.063
S: 2.429 2.497 0.966
N: 0.317 1.280 -0.958
H: 1.653 -0.400 -0.732
H: 0.918 0.929 1.854
H: 2.450 0.167 1.426
H: 0.758 2.161 -0.712
H: -0.682 1.178 -0.957
H: -2.492 -1.725 -0.423
H: -3.284 -1.886 -1.718
O: -3.375 -2.051 -0.767

Cartesian forces, eV/Å:
0.55 0.35 0.19
0.19 0.21 -0.19
0.07 -0.12 -0.07
-0.93 -0.10 1.16
0.22 0.40 0.37
0.19 0.10 -0.42
0.87 -0.72 -0.82
0.23 0.24 -0.43
-0.09 -0.34 0.04
-0.27 -0.30 -0.05
-0.53 0.18 0.14
-0.09 0.32 0.18
0.29 0.14 -0.15
0.05 -0.03 0.51
-0.75 -0.32 -0.46